## i
A 2-piece molecular cluster, C2H7O2 overall, computed with ωB97M-V/def2-TZVPD.

Each atom is followed by the atoms it is bonded to, with distances in Å.
CARTESIAN COORDINATES (ANGSTROEM)
1 O -0.59 -0.27 -2.46  H2 0.929
2 H -1.31 0.13 -2.03  O1 0.929
3 C 0.71 -0.09 0.12  O4 1.438, C5 1.540, H6 1.050, H7 1.135
4 O 0.39 -1.44 -0.27  C3 1.438, H8 1.024
5 C -0.18 0.52 1.21  C3 1.540, H9 1.087, H10 1.047, H11 1.130
6 H 0.77 0.55 -0.71  C3 1.050
7 H 1.74 -0.23 0.57  C3 1.135
8 H -0.27 -1.33 -1.04  O4 1.024
9 H 0.15 0.28 2.22  C5 1.087
10 H -1.19 0.23 1.18  C5 1.047
11 H -0.21 1.65 1.23  C5 1.130

Computed properties:
E_HOMO (Ha): -0.107
LUMO (eV): 4.344
Orbital gap (eV): 7.245
Net charge: -1

Mulliken atomic charge list, values in e, 6 entries: -1.1261, 0.1679, -0.3364, -0.5710, -0.9521, 0.3449

---

## ii
A 2-piece molecular cluster, C2H7O2 overall, computed with ωB97M-V/def2-TZVPD.

Each atom is followed by the atoms it is bonded to, with distances in Å.
CARTESIAN COORDINATES (ANGSTROEM)
1 O -1.10 1.81 -0.39  H2 0.940, H8 1.077
2 H -1.08 2.68 -0.03  O1 0.940
3 C 0.85 -0.73 -0.18  O4 1.420, C5 1.583, H6 1.144, H7 1.152
4 O 0.75 0.52 0.48  C3 1.420
5 C -0.28 -1.80 0.11  C3 1.583, H9 1.121, H10 1.146, H11 1.137
6 H 0.65 -0.46 -1.27  C3 1.144
7 H 1.89 -1.10 0.14  C3 1.152
8 H -0.13 1.46 -0.06  O1 1.077
9 H -0.15 -2.16 1.16  C5 1.121
10 H -1.24 -1.19 0.28  C5 1.146
11 H -0.48 -2.71 -0.54  C5 1.137

Computed properties:
E_HOMO (Ha): -0.110
LUMO (eV): 4.721
Orbital gap (eV): 7.712
Net charge: -1

Mulliken atomic charge list, values in e, 6 entries: -0.7476, 0.2187, -0.2282, -0.8639, -0.8992, 0.1639

---

The most stable arrangement is i, and the next structure is 0.0051 hartree less stable.